Here is 2 unconnected molecules or ions with the total composition C4H12N4S from the Open Molecules 2025 dataset. Energies are from ωB97M-V/def2-TZVPD.

The geometry in XYZ format:
```
21
Properties=species:S:1:pos:R:3:forces:R:3:lowdin_charge:R:1
C 2.09878 0.09615 1.34780 1.7 0.2 -0.1 -0.542
C 0.73695 -0.23666 0.90412 0.1 1.5 1.0 -0.177
C 0.41108 2.77562 0.69920 -0.9 1.3 0.8 -0.028
C -0.90204 -2.75598 -1.24442 -2.6 -1.8 -0.9 -0.005
N 0.49128 -1.18953 -0.04021 1.3 -1.4 -2.8 0.017
N 0.14017 1.54632 0.02427 0.4 0.3 1.1 -0.082
N 0.21895 1.58134 -1.22372 -0.1 -2.7 -3.4 0.149
N -0.69822 -1.78387 -0.21164 -0.8 0.3 1.3 0.081
S 3.41428 -0.52322 0.54617 -1.2 0.2 0.2 0.870
H 2.42631 0.81559 2.20247 -1.7 -1.3 -1.3 0.115
H -0.13630 -0.21641 1.51781 0.0 0.6 1.1 0.137
H 0.83068 3.68273 0.19918 0.0 -1.2 -0.4 0.136
H -0.55813 3.09629 1.09430 0.0 0.1 0.1 0.123
H 0.99403 2.51465 1.54510 0.6 0.2 0.9 0.069
H -0.06580 -3.07319 -1.76049 2.6 0.3 -0.8 0.074
H -1.23637 -3.79647 -0.93427 -0.2 1.5 0.7 0.155
H -1.61677 -2.48292 -2.08209 0.4 0.4 1.3 0.150
H 1.26775 -1.46500 -0.72909 -1.1 0.3 1.3 0.179
H 0.08563 0.63515 -1.65230 -0.1 1.4 0.0 0.149
H 0.45588 2.33572 -1.88912 0.2 0.1 1.0 0.188
H -1.46366 -1.61049 0.52593 1.5 -0.2 -1.4 0.241
```
Positions in Å, forces in eV/Å.

Output
Orbital gap (alpha / beta): 6.54 / 5.70 eV
HOMO (alpha / beta): -16.08 / -16.95 eV
2S+1: 3
Total charge: +2
Maximum force: 4.313 eV Å⁻¹
Relative energy (zero: lowest compared OMol25 entry of this formula, charge and spin): 48.9 kcal per mole
Lowest unoccupied orbital energy (alpha / beta): -9.541 / -11.254 eV
Energy: -21114.3546 eV